No. 1
DFT (ωB97M-V/def2-TZVPD) results for a cluster of 2 separate species, C5H11NO in total at a distorted geometry.

The geometry in XYZ format:
```
18
Properties=species:S:1:pos:R:3:forces:R:3
C 0.527504 0.011156 -0.216808 -0.1 0.2 -0.5
C 0.579074 1.150782 -0.905451 0.0 0.3 0.2
N 0.541570 2.443336 -0.385979 -0.4 -0.3 -0.6
C 0.732319 -1.334980 -0.862102 -0.4 0.1 0.3
C -0.408043 -2.333328 -0.793029 0.5 -0.7 0.2
C -0.494265 -3.217635 0.201981 -0.1 1.1 0.1
H 0.417175 0.065307 0.855231 0.0 -0.2 0.2
H 0.574446 1.112860 -1.992516 0.4 0.0 0.0
H 1.167491 3.096984 -0.820138 -0.2 0.2 0.3
H 0.175319 2.598946 0.544963 0.5 0.0 0.1
H 1.061785 -1.236923 -1.901063 -0.1 0.2 0.0
H 1.570606 -1.768903 -0.319496 0.2 -0.3 0.0
H -1.080200 -2.394671 -1.638517 -0.1 0.1 -0.1
H -1.254995 -3.977356 0.296148 -0.1 0.0 -0.1
H 0.124287 -2.983812 1.065817 0.1 -0.6 0.0
H -1.497725 1.614669 2.642090 0.0 0.0 0.0
H -1.536740 2.498802 1.394038 -0.3 0.0 0.2
O -1.049790 2.389333 2.236768 0.1 0.0 -0.2
```
Forces are in eV/Å.

Calculated values
charge: -1
largest force on an atom: 1.125 eV Å⁻¹
lowest unoccupied orbital energy (spin up / spin down): 3.85 / 3.71 eV
total energy: -8898.2955 eV
2S+1: 2
HOMO-LUMO gap (spin up / spin down): 2.71 / 8.26 eV

***

No. 2
DFT (ωB97M-V/def2-TZVPD) results for a cluster of 2 separate species, C5H11NO in total at a distorted geometry.

The geometry in XYZ format:
```
18
Properties=species:S:1:pos:R:3:forces:R:3
N -1.245220 0.201643 -2.683221 -0.5 -1.1 3.9
C -0.293714 1.111659 -2.273811 0.4 1.6 1.4
C 0.277088 1.751945 -3.277794 -0.3 -0.3 -3.6
C 0.970510 0.631716 1.389543 -1.5 0.3 -2.9
C 0.199425 0.373150 0.011974 1.5 1.9 3.0
C 0.110474 1.436355 -0.880803 -1.0 -0.9 -0.3
H -1.612829 -0.430233 -1.963652 0.1 0.3 -1.1
H -1.354148 0.096101 -3.643713 -0.3 -0.6 -1.3
H 0.125236 1.517355 -4.357844 -0.4 0.0 0.8
H 0.920808 2.525485 -3.178619 2.1 2.1 0.8
H 0.390152 1.510235 1.686808 0.7 0.0 1.1
H 2.022715 0.851613 1.208456 0.3 0.6 -0.2
H 1.012239 -0.187773 2.074461 -0.7 -0.5 0.6
H -0.065621 -0.582193 -0.215593 -0.5 -2.7 -0.8
H 0.362895 2.439313 -0.447684 -0.1 -0.8 -1.3
H -1.206822 -4.832479 5.159320 1.7 1.1 0.2
H -0.264467 -4.098560 6.148315 0.0 0.4 1.6
O -0.348729 -4.315334 5.243860 -1.7 -1.4 -1.8
```
Forces are in eV/Å.

Calculated values
charge: -1
largest force on an atom: 4.045 eV Å⁻¹
lowest unoccupied orbital energy (spin up / spin down): 2.87 / 2.74 eV
total energy: -8897.2622 eV
2S+1: 2
HOMO-LUMO gap (spin up / spin down): 1.74 / 5.33 eV

***

No. 3
DFT (ωB97M-V/def2-TZVPD) results for a cluster of 2 separate species, C5H11NO in total at a distorted geometry.

The geometry in XYZ format:
```
18
Properties=species:S:1:pos:R:3:forces:R:3
C -1.545427 -0.107382 -1.157221 -1.1 -2.3 0.7
C -0.546751 1.052929 -1.014200 -2.4 0.3 -0.2
C 0.255523 1.062091 0.235494 2.0 -2.5 1.4
C -0.074728 1.673677 1.404211 -1.6 1.0 0.0
C 2.191137 -0.000862 -0.613827 3.9 0.2 -3.8
N 1.288449 0.092978 0.264965 -4.0 1.9 3.1
H -2.169889 -0.257495 -2.114227 1.4 0.9 0.8
H -0.933391 -1.092735 -1.070154 -1.5 1.4 0.3
H -2.420932 0.029801 -0.377647 2.0 -0.7 -1.0
H -1.227584 1.887870 -1.118662 0.4 1.0 0.0
H 0.090086 0.997586 -1.842664 1.1 0.2 -1.2
H -1.065266 2.153012 1.433245 0.3 0.2 0.0
H 0.464020 1.753953 2.358495 0.1 -0.6 -0.8
H 2.955943 -0.719456 -0.440293 0.5 -1.2 0.2
H 2.727385 0.789930 -1.222700 -1.2 0.1 0.4
H -0.511320 -2.075908 1.042639 1.6 1.5 -0.3
H -1.732138 -2.741203 1.388452 1.9 -1.1 -1.5
O -0.859323 -2.932366 0.872753 -3.4 -0.3 1.8
```
Forces are in eV/Å.

Calculated values
charge: -1
largest force on an atom: 5.452 eV Å⁻¹
lowest unoccupied orbital energy (spin up / spin down): 3.89 / 3.86 eV
total energy: -8897.8035 eV
2S+1: 2
HOMO-LUMO gap (spin up / spin down): 3.74 / 6.97 eV

***

No. 4
DFT (ωB97M-V/def2-TZVPD) results for the ion C5H11NO with charge -1 at a distorted geometry.

The geometry in XYZ format:
```
18
Properties=species:S:1:pos:R:3:forces:R:3
C -2.809282 0.405409 0.262401 0.2 -0.4 0.3
N -1.523102 0.713611 -0.333490 -0.4 0.3 0.0
C -0.339230 -0.039030 0.111267 -0.1 0.2 -1.1
C 0.915032 0.609989 -0.541228 0.1 -0.3 1.6
C 2.179872 -0.093558 -0.094794 0.1 0.1 -0.7
O 2.880645 0.286198 0.916106 -0.1 0.1 0.2
C -0.448251 -1.519631 -0.235514 -0.2 -0.1 0.4
H -2.878954 0.817596 1.272982 0.0 0.1 0.0
H -3.610539 0.821241 -0.352563 0.0 0.1 0.1
H -3.012294 -0.671573 0.367554 -0.1 0.0 -0.1
H -1.619193 0.601581 -1.335941 0.2 0.0 0.0
H -0.192404 0.118725 1.177603 -0.2 -0.1 0.2
H 0.892953 1.618299 -0.107306 0.3 0.2 -0.3
H 0.833831 0.671845 -1.627891 -0.2 -0.2 -0.3
H 2.594054 -0.794697 -0.840067 0.2 0.0 0.0
H -0.464126 -1.663377 -1.318364 0.1 0.1 -0.1
H -1.374191 -1.956022 0.152591 0.0 -0.1 0.1
H 0.399581 -2.059485 0.183586 0.1 0.0 -0.1
```
Forces are in eV/Å.

Calculated values
charge: -1
largest force on an atom: 1.657 eV Å⁻¹
lowest unoccupied orbital energy (spin up / spin down): 3.82 / 3.69 eV
total energy: -8899.3212 eV
2S+1: 2
HOMO-LUMO gap (spin up / spin down): 3.32 / 6.68 eV

***

No. 5
DFT (ωB97M-V/def2-TZVPD) results for an isolated molecule of C5H11NO.

The geometry in XYZ format:
```
18
Properties=species:S:1:pos:R:3:forces:R:3
C 1.209136 1.741706 0.978306 0.0 0.0 0.0
C -0.207040 1.393987 0.495715 0.0 0.1 0.1
N -0.364605 0.012110 0.037810 0.2 0.0 -0.2
C -1.462622 -0.751936 0.596022 -0.1 -0.1 0.0
C 0.445604 -0.421266 -0.973236 0.0 0.1 0.0
O 1.282182 0.319298 -1.474435 -0.3 -0.2 0.1
C 0.295525 -1.856515 -1.450387 0.0 0.0 0.0
H 1.175665 2.346575 1.889676 0.0 0.0 -0.1
H 1.765665 2.285352 0.214365 -0.1 -0.1 0.1
H 1.769246 0.829738 1.196889 -0.1 0.1 0.0
H -0.507623 2.077389 -0.308583 0.0 -0.1 0.1
H -0.922720 1.525702 1.313716 0.1 0.0 -0.1
H -2.406074 -0.199160 0.501977 0.1 -0.1 0.0
H -1.582335 -1.698426 0.069108 0.0 0.1 0.1
H -1.299472 -0.972207 1.658929 0.0 0.1 -0.1
H 1.069899 -2.023218 -2.199262 -0.1 0.0 0.1
H -0.682811 -2.031242 -1.910668 0.1 0.0 0.1
H 0.422381 -2.577886 -0.635943 0.0 0.1 -0.1
```
Forces are in eV/Å.

Calculated values
SMILES string: CCN(C)C(C)=O
largest force on an atom: 0.338 eV Å⁻¹
lowest unoccupied orbital energy: 0.87 eV
total energy: -8901.2073 eV
HOMO-LUMO gap: 10.03 eV

***

No. 6
DFT (ωB97M-V/def2-TZVPD) results for a cluster of 2 separate species, C5H11NO in total.

The geometry in XYZ format:
```
18
Properties=species:S:1:pos:R:3:forces:R:3
C 0.015190 -3.327956 0.323732 0.0 -0.1 0.0
N 0.073575 -0.258281 -0.433915 -0.5 0.0 0.7
C -0.642556 -0.481758 0.527053 -0.3 0.0 0.3
O -1.329387 -0.706424 1.447363 0.3 0.0 -0.5
C 0.350018 1.168142 -0.697596 0.1 0.3 -0.1
C -0.965619 1.910537 -0.922206 0.0 0.1 0.0
C 1.146588 1.756201 0.465967 0.1 0.1 0.0
H 0.957612 -3.844906 0.131125 -0.2 0.0 0.0
H -0.811783 -4.037486 0.395447 0.2 0.0 0.0
H 0.093106 -2.778343 1.265973 0.0 -0.2 -0.2
H -0.176088 -2.635110 -0.498388 0.1 -0.2 0.1
H 0.949330 1.182220 -1.609964 0.0 0.1 0.1
H -1.546702 1.947708 0.009836 0.1 0.0 -0.2
H -1.575515 1.405385 -1.677772 0.1 0.1 0.1
H -0.779802 2.937366 -1.247085 0.0 -0.1 0.0
H 1.469283 2.775667 0.238350 0.0 -0.1 0.0
H 0.530891 1.792737 1.375228 0.1 0.0 -0.2
H 2.028082 1.145996 0.684188 -0.1 0.1 -0.1
```
Forces are in eV/Å.

Calculated values
SMILES string: CC(C)N=C=O.C
largest force on an atom: 0.820 eV Å⁻¹
lowest unoccupied orbital energy: 0.91 eV
total energy: -8900.8645 eV
HOMO-LUMO gap: 11.18 eV

***

No. 7
DFT (ωB97M-V/def2-TZVPD) results for a cluster of 3 separate species, C5H11NO in total.

The geometry in XYZ format:
```
18
Properties=species:S:1:pos:R:3:forces:R:3
C 0.084761 -1.531005 1.887722 -0.1 0.1 0.1
C -0.832038 -0.988608 2.681588 0.1 -0.1 -0.1
C 0.012048 1.704264 0.847643 0.1 0.0 -0.2
N 0.922963 1.736247 -0.034349 -0.1 0.1 0.4
C -0.065657 -0.286305 -1.696538 -0.3 -0.1 0.1
O -1.106790 -0.491710 -1.110213 0.4 0.1 -0.3
C 0.054646 0.519623 -2.958068 -0.1 0.0 0.0
H 1.034788 -1.892849 2.275382 -0.1 0.1 0.0
H -0.095430 -1.624048 0.819070 0.0 0.0 0.2
H 0.880308 -0.729599 -1.326254 -0.1 0.0 0.0
H -1.780412 -0.637365 2.280386 0.1 -0.1 0.1
H -0.681351 -0.878463 3.753045 0.0 0.0 -0.2
H -0.945247 1.246476 0.591248 0.1 0.1 0.0
H 0.115923 2.095004 1.866486 0.0 0.0 -0.2
H 1.770288 2.173586 0.332375 -0.1 0.0 0.0
H 0.341137 -0.141269 -3.785582 0.0 0.1 0.1
H 0.843451 1.266004 -2.829289 -0.1 -0.1 0.0
H -0.895531 1.006055 -3.188208 0.1 -0.1 0.0
```
Forces are in eV/Å.

Calculated values
SMILES string: CC=O.C=C.C=N
largest force on an atom: 0.530 eV Å⁻¹
lowest unoccupied orbital energy: 1.16 eV
total energy: -8898.8723 eV
HOMO-LUMO gap: 10.81 eV

***

No. 8
DFT (ωB97M-V/def2-TZVPD) results for an isolated molecule of C5H11NO at a distorted geometry.

The geometry in XYZ format:
```
18
Properties=species:S:1:pos:R:3:forces:R:3
C -1.513558 0.214785 0.354685 -0.7 -4.6 0.4
N -0.177337 -0.058302 0.143135 -0.7 4.0 -1.9
C 0.509443 -1.324889 0.284437 -1.6 -0.3 1.1
C 0.591182 -1.800876 1.755286 0.0 -0.9 -1.0
C 0.549012 1.035837 -0.727256 -1.0 -1.7 1.4
C -0.319554 1.905843 -1.673831 2.6 -1.0 0.5
O -2.278975 -0.781178 0.544730 1.3 3.2 0.0
H -1.871998 1.283980 0.361457 0.5 -1.0 -0.1
H 1.495111 -1.071859 -0.018777 0.9 -0.3 -0.5
H 0.078359 -2.155910 -0.313359 0.2 0.7 0.0
H -0.276878 -2.398800 2.069332 0.5 -0.3 -0.5
H 0.537321 -1.002782 2.454999 0.6 1.0 0.4
H 1.568825 -2.329551 1.785928 -0.9 0.0 0.7
H 1.152601 1.605906 -0.050819 -0.1 1.0 0.6
H 1.335576 0.457801 -1.192134 -0.2 -0.1 -1.0
H -1.026789 2.508154 -1.194049 -1.0 0.8 0.9
H 0.419711 2.554490 -2.125398 0.0 0.4 -0.3
H -0.772054 1.357350 -2.458366 -0.5 -0.8 -0.6
```
Forces are in eV/Å.

Calculated values
SMILES string: CCN(C=O)CC
largest force on an atom: 4.659 eV Å⁻¹
lowest unoccupied orbital energy: 0.88 eV
total energy: -8899.9692 eV
HOMO-LUMO gap: 9.88 eV

***

No. 9
DFT (ωB97M-V/def2-TZVPD) results for an isolated molecule of C5H11NO.

The geometry in XYZ format:
```
18
Properties=species:S:1:pos:R:3:forces:R:3
C 2.018352 -1.113027 -0.777118 0.1 0.0 -0.1
C 1.339801 -0.288044 0.313507 0.1 0.0 0.0
C -0.167064 -0.458360 0.326695 0.2 -0.3 0.0
C -0.940897 0.535213 1.215565 0.0 0.3 -0.2
N -0.879977 0.035428 -0.858267 -0.1 -0.2 -0.4
C -1.455013 1.170612 -0.162112 0.3 0.1 0.4
O -2.823934 1.352126 -0.325012 -0.2 -0.4 0.2
H 1.795415 -2.179097 -0.658687 0.0 0.1 0.0
H 1.686481 -0.819155 -1.780291 0.0 0.0 0.2
H 3.104708 -0.991403 -0.747983 -0.1 0.0 0.0
H 1.721604 -0.583249 1.298747 0.0 0.0 -0.1
H 1.577715 0.777130 0.188664 0.0 -0.1 0.0
H -0.412972 -1.514900 0.497082 0.1 0.1 0.1
H -3.195964 0.506839 -0.053915 -0.5 0.0 -0.1
H -1.662706 0.015254 1.874925 -0.1 0.6 -0.7
H -0.340443 1.174202 1.873753 0.0 0.0 -0.3
H -0.314823 0.265730 -1.668074 -0.1 -0.1 0.0
H -1.050283 2.114701 -0.557480 0.3 0.0 0.9
```
Forces are in eV/Å.

Calculated values
SMILES string: CC[C@H]1C[C@H](O)N1
largest force on an atom: 0.915 eV Å⁻¹
lowest unoccupied orbital energy: 1.06 eV
total energy: -8900.1164 eV
HOMO-LUMO gap: 10.26 eV

***

No. 10
DFT (ωB97M-V/def2-TZVPD) results for an isolated molecule of C5H11NO at a distorted geometry.

The geometry in XYZ format:
```
18
Properties=species:S:1:pos:R:3:forces:R:3
C -1.210768 -1.841301 -0.551764 -1.3 -0.5 0.2
C -0.094410 -1.240411 -1.425374 2.9 -1.9 2.2
N 0.774161 -0.319222 -0.585603 -1.8 1.3 -0.8
C 1.723214 -0.748183 0.410883 1.8 -0.3 0.2
C 0.307516 1.018372 -0.250011 0.2 1.7 0.7
C -0.446001 1.341110 1.124686 -0.5 1.4 -0.8
O -1.239339 2.269838 1.307947 1.7 -2.2 -0.7
H -0.873105 -1.970745 0.534792 -0.3 -0.4 -1.7
H -1.866726 -2.758105 -0.973060 1.9 2.0 1.0
H -1.892476 -0.980577 -0.494399 -0.4 -0.4 0.2
H -0.452598 -0.815769 -2.312274 -0.8 1.6 -0.8
H 0.625936 -1.964986 -1.910495 -0.6 0.2 1.1
H 2.704082 -0.977014 -0.037250 -0.1 0.1 -0.3
H 1.504945 -1.674591 0.919428 -0.7 -0.3 0.5
H 2.013350 0.033726 1.190654 -1.0 -0.9 -1.1
H 1.271046 1.575678 -0.091971 -0.7 -0.1 0.1
H -0.164891 1.666595 -1.016534 -0.1 -1.1 0.0
H -0.051288 0.764120 1.976232 -0.3 -0.2 0.2
```
Forces are in eV/Å.

Calculated values
SMILES string: CCN(C)CC=O
largest force on an atom: 4.131 eV Å⁻¹
lowest unoccupied orbital energy: 0.86 eV
total energy: -8898.5727 eV
HOMO-LUMO gap: 9.09 eV

***

No. 11
DFT (ωB97M-V/def2-TZVPD) results for an isolated molecule of C5H11NO at a distorted geometry.

The geometry in XYZ format:
```
18
Properties=species:S:1:pos:R:3:forces:R:3
C -0.033941 -1.301177 -0.145996 -1.4 1.5 -0.4
C 1.027511 -2.324981 -0.184244 -0.9 -3.0 -1.2
C 0.123554 -0.211453 -1.267673 -2.9 -5.2 -0.2
N 0.254081 1.011763 -0.840573 1.0 0.3 -2.9
C 0.130790 1.512249 0.437439 0.8 0.8 1.9
C -1.270149 1.741867 0.996193 1.0 0.4 1.0
O -0.115644 -0.564310 -2.436445 1.4 1.1 1.1
H -0.037173 -0.788808 0.797767 0.1 0.0 0.6
H -1.041510 -1.714754 -0.215496 0.0 0.0 -0.4
H 0.848722 -3.148280 0.617343 0.6 1.6 -1.2
H 1.916311 -1.736781 -0.047272 1.1 -0.7 0.0
H 0.933221 -2.885593 -1.230880 0.8 1.3 2.2
H 0.542346 1.521275 -1.651548 -0.2 1.5 0.0
H 0.686653 2.437745 0.414672 -0.3 0.7 0.0
H 0.760505 0.968327 1.152847 -0.4 -0.3 0.0
H -1.003144 2.477404 1.766066 -1.0 0.4 -0.2
H -2.003322 2.063049 0.272625 0.0 0.5 -0.2
H -1.718812 0.942456 1.565175 0.1 -0.8 -0.1
```
Forces are in eV/Å.

Calculated values
SMILES string: CCNC(=O)CC
largest force on an atom: 5.976 eV Å⁻¹
lowest unoccupied orbital energy: 0.80 eV
total energy: -8900.1968 eV
HOMO-LUMO gap: 10.16 eV

***

No. 12
DFT (ωB97M-V/def2-TZVPD) results for an isolated molecule of C5H11NO at a distorted geometry.

The geometry in XYZ format:
```
18
Properties=species:S:1:pos:R:3:forces:R:3
C -1.144021 -0.965110 -1.387401 0.2 0.1 0.0
C -0.620819 0.067269 -0.367552 -0.4 0.1 0.3
C -1.243087 -0.166786 0.979006 -0.4 0.0 0.3
N 0.832444 0.067991 -0.049260 -0.1 0.7 0.8
C 1.272425 0.616801 1.477173 0.8 -0.3 -1.4
C 1.590950 0.377009 -1.189317 0.0 0.2 0.5
O 1.113778 0.649162 -2.280622 0.2 -0.4 0.9
H -0.914283 -1.997688 -1.098267 0.1 0.2 0.1
H -2.242056 -0.879510 -1.422169 0.3 0.1 0.1
H -0.766410 -0.778789 -2.392768 0.0 -0.1 0.1
H -0.859166 1.058645 -0.777084 -0.2 -0.1 0.2
H -0.579464 0.350718 1.642641 -1.3 -0.1 0.3
H -2.230927 0.252138 1.117081 -0.4 -0.3 -0.2
H -1.167508 -1.223731 1.254229 -0.4 0.1 -0.1
H 0.634626 0.813643 2.393997 0.1 -0.5 -1.8
H 1.944626 -0.136871 1.865417 0.6 0.1 -0.3
H 1.694061 1.599911 1.327709 0.7 0.0 -0.3
H 2.684838 0.295195 -1.092811 0.0 0.1 0.4
```
Forces are in eV/Å.

Calculated values
SMILES string: CC(C)N(C)C=O
largest force on an atom: 1.860 eV Å⁻¹
lowest unoccupied orbital energy: 0.70 eV
total energy: -8898.9865 eV
HOMO-LUMO gap: 10.18 eV